# C4H9N2O2

A cluster of 2 separate species, C4H9N2O2 in total (ωB97M-V with the def2-TZVPD basis set, the Open Molecules 2025 dataset).

Properties
Kohn-Sham gap (spin up / spin down), Ha: 0.26943 / 0.26947
Net charge: +1
Lowest unoccupied orbital energy (spin up / spin down), eV: -5.3 / -5.3
Spin multiplicity: 1

Cartesian coordinates (Å):
C: 1.924 -1.058 0.902
O: -2.034 1.214 -0.894
H: -1.488 -1.245 1.875
C: -0.917 -0.711 0.057
C: 1.903 0.297 1.349
C: -0.062 0.250 -1.997
H: -2.949 0.884 -1.041
O: 2.303 -2.070 0.518
H: 2.949 0.729 1.285
H: 1.481 0.210 2.336
N: -1.051 0.161 -0.910
H: 0.511 -0.704 -2.098
H: -2.177 0.271 1.554
H: 1.276 0.843 0.538
H: 0.662 1.037 -1.760
H: -0.649 0.519 -2.882
N: -1.683 -0.628 1.169

# C7H17NO2

A structure of composition C7H17NO2 (ωB97M-V with the def2-TZVPD basis set, the Open Molecules 2025 dataset).

Properties
Kohn-Sham gap, Ha: 0.34147
Net charge: 0
Lowest unoccupied orbital energy, eV: 0.8
Spin multiplicity: 1

Cartesian coordinates (Å):
C: -0.918 0.850 0.160
H: -1.642 2.108 -1.141
H: 1.271 -0.085 1.487
H: -2.065 -2.353 -0.463
H: 1.984 -2.540 -0.514
C: -1.166 -0.387 -0.560
C: 1.018 0.828 0.962
H: -1.202 -1.148 -2.423
H: 2.304 0.220 -0.649
H: 0.667 -3.217 0.415
N: -1.283 -0.253 -1.954
H: -3.165 -1.024 -0.082
H: -0.572 0.373 -2.319
H: 0.454 2.872 1.387
H: 0.476 -2.985 -1.368
C: 0.881 -2.547 -0.434
O: -0.821 2.024 -0.629
O: 0.418 -1.257 -0.266
H: 2.872 1.604 0.233
C: 0.792 1.978 1.915
C: 1.961 1.134 -0.165
H: 0.071 1.725 2.694
H: 1.741 2.192 2.430
H: -1.512 0.998 1.057
H: -1.924 -1.527 1.092
H: 1.496 1.798 -0.895
C: -2.135 -1.382 0.032

# C33H27N4O6Ti

A structure of composition C33H27N4O6Ti (ωB97M-V with the def2-TZVPD basis set, the Open Molecules 2025 dataset).

Properties
Kohn-Sham gap (spin up / spin down), Ha: 0.17618 / 0.17699
Net charge: -1
Lowest unoccupied orbital energy (spin up / spin down), eV: 1.9 / 1.9
Spin multiplicity: 1

Cartesian coordinates (Å):
C: -3.485 -1.727 -1.357
C: -1.668 3.950 -1.436
Ti: -0.566 1.526 0.339
H: -0.831 -4.622 1.780
H: -0.829 0.161 5.490
H: 0.451 5.229 2.619
C: 0.247 -2.911 1.078
H: 1.799 1.739 -1.158
C: 0.134 -4.132 1.738
C: -2.173 -0.527 1.988
H: 5.004 -1.502 -3.944
C: 4.348 -1.392 -3.090
C: 2.023 0.163 1.261
H: -3.600 -2.566 0.598
N: -1.395 0.552 2.207
N: -2.125 0.388 -0.148
H: 2.469 3.318 0.370
C: -2.511 -1.414 3.018
C: 1.520 3.587 -0.107
H: 1.717 4.515 -0.660
H: 1.836 5.506 1.615
C: -1.993 4.414 -2.673
C: -2.044 -1.175 4.285
O: -0.398 3.342 1.354
H: 0.010 -1.163 -0.921
C: -2.267 1.766 -1.994
H: -3.381 -0.626 -3.142
H: -1.907 5.470 -2.891
H: -3.130 -2.272 2.795
H: -0.274 1.613 3.565
C: -0.929 0.760 3.452
H: 3.127 -3.088 -3.595
H: -2.292 -1.850 5.094
O: 1.148 1.079 1.411
C: 2.652 -1.097 -0.887
C: 2.476 -4.064 2.247
C: -2.419 3.485 -3.662
C: -2.494 0.472 -1.473
H: -0.642 -2.475 0.642
N: -1.762 2.649 -1.067
H: -2.879 1.436 -4.039
C: 1.246 -4.709 2.326
H: 3.890 0.575 -0.371
C: 0.627 3.974 1.046
C: -2.567 -0.673 0.603
C: 2.464 -2.133 -1.799
C: 4.551 -0.367 -2.179
O: -4.427 -3.875 -1.215
C: -2.549 2.176 -3.322
N: 0.950 5.058 1.763
C: 1.635 -0.947 0.244
H: 3.352 -4.507 2.706
H: -2.641 3.817 -4.668
C: -3.127 -0.622 -2.088
H: -1.306 4.622 -0.668
H: 3.545 -2.347 1.524
H: 1.161 -5.660 2.839
H: 1.660 -2.846 -1.645
C: -4.167 -2.942 -2.006
C: 3.297 -2.279 -2.896
C: -3.242 -1.713 0.034
C: 1.473 -2.268 0.992
O: -4.333 -2.863 -3.240
O: 0.390 -0.518 -0.313
H: 0.623 2.807 -1.915
C: 3.709 -0.217 -1.084
C: -1.232 -0.057 4.510
C: 2.592 -2.857 1.581
O: 3.113 0.100 1.812
H: 5.370 0.330 -2.314
C: 0.979 2.429 -0.957

# C22H50HgN7O10

A structure of composition C22H50HgN7O10 (ωB97M-V with the def2-TZVPD basis set, the Open Molecules 2025 dataset).

Properties
Kohn-Sham gap (spin up / spin down), Ha: 0.25757 / 0.29509
Net charge: 0
Lowest unoccupied orbital energy (spin up / spin down), eV: 0.3 / -0.5
Spin multiplicity: 2

Cartesian coordinates (Å):
H: -3.982 0.357 -3.452
H: 2.821 -4.238 -0.205
H: 1.595 -7.341 1.227
C: -3.211 2.083 -1.223
C: -2.507 3.390 -1.273
O: -1.822 0.102 -5.923
H: 0.549 -0.104 -4.665
H: -3.952 -6.196 0.066
C: 4.809 2.653 4.333
H: 0.682 0.817 -3.106
H: 5.378 2.987 -3.496
C: 5.564 4.687 -2.079
O: 0.086 2.044 0.604
H: -1.474 0.225 -2.729
H: -4.304 0.645 4.053
C: -3.226 -5.732 0.733
H: -6.475 1.276 -0.800
H: 6.092 -0.211 1.390
C: -3.280 0.529 6.254
H: -4.272 0.342 -5.162
H: 3.406 1.475 -3.425
H: -2.466 -6.433 1.080
N: -1.279 0.322 -3.715
H: -5.177 2.945 -1.493
H: 0.121 -2.884 -0.110
N: 5.104 3.349 -2.594
H: 1.641 -2.211 0.700
C: 4.083 1.297 -2.590
H: -2.917 4.168 -0.630
H: -3.880 -1.071 -4.450
H: 3.066 -6.483 1.291
H: -4.061 1.185 6.638
H: 5.935 1.219 0.380
H: 5.906 4.690 -1.044
C: 1.345 -5.321 0.653
H: 4.940 3.733 4.265
C: -2.940 -2.179 -0.520
O: 0.165 -5.458 1.052
O: -1.573 1.748 5.214
H: -1.736 -4.442 0.455
O: 3.331 1.752 2.538
C: -2.692 1.162 5.059
H: 2.338 -6.937 -0.352
H: 4.525 0.171 0.674
H: 6.359 5.088 -2.707
C: 2.176 -6.604 0.673
N: -4.595 2.169 -1.211
N: 5.468 1.388 2.354
H: 5.515 2.133 4.981
N: 1.871 -4.140 0.124
O: -4.589 -3.824 -0.917
H: -5.248 0.205 -1.740
H: -1.907 1.009 2.363
H: -2.740 2.526 2.704
H: -3.713 -5.567 1.694
H: -2.152 -2.201 -1.273
H: -3.561 -0.523 6.202
H: -2.398 -1.822 0.356
O: -0.158 0.074 -0.226
C: -3.494 -3.563 -0.408
H: 4.751 5.357 -2.361
O: 1.818 0.964 -0.035
C: 0.597 1.050 0.127
H: 3.723 0.550 -1.882
H: -2.458 0.665 6.956
C: 4.336 2.577 -1.887
C: 5.421 0.604 1.119
C: -3.588 -0.022 -4.395
C: 4.449 1.931 3.024
H: 0.018 1.518 -4.671
C: 0.105 0.651 -4.016
O: -2.520 1.033 -1.144
H: -1.472 3.318 -0.940
C: -2.858 1.443 2.671
H: -3.631 1.214 1.937
N: -3.374 1.027 3.965
H: -2.462 3.903 -2.234
H: 6.333 1.424 2.875
H: 4.992 0.945 -3.077
H: 3.934 2.535 4.972
C: -5.448 0.955 -0.975
Hg: 2.266 3.090 0.974
H: -0.905 0.670 -0.319
C: 1.210 -2.832 -0.086
H: -5.063 0.469 -0.078
N: -2.720 -4.522 0.240
H: 1.522 -2.524 -1.083
H: -3.747 -1.490 -0.770
O: 3.818 2.941 -0.779
C: -2.135 0.096 -4.723

# H12O6

A cluster of 6 separate species, H12O6 in total (ωB97M-V with the def2-TZVPD basis set, the Open Molecules 2025 dataset).

Properties
Kohn-Sham gap, Ha: 0.41292
Net charge: 0
Lowest unoccupied orbital energy, eV: 0.2
Structure (SMILES): O.O.O.O.O.O
Spin multiplicity: 1

Cartesian coordinates (Å):
O: 0.254 2.058 0.061
H: -1.400 -0.693 -1.412
O: -2.191 0.849 -0.318
H: -2.918 1.364 0.110
H: 1.898 0.109 2.079
O: 1.253 -0.201 1.463
H: 1.828 -0.345 0.676
H: 1.475 -0.498 -1.244
H: 0.475 1.524 0.858
O: -0.557 -1.186 -1.518
O: 2.335 -0.130 -0.961
H: -0.321 -1.052 1.273
H: 0.913 1.727 -0.510
H: -1.867 -0.738 0.955
H: -1.365 1.347 -0.432
O: -1.199 -1.426 1.137
H: 2.728 -1.001 -0.712
H: -0.604 -1.471 -0.563

# C5H7ClN2

The molecule C5H7ClN2 (ωB97M-V with the def2-TZVPD basis set, the Open Molecules 2025 dataset).

Properties
Kohn-Sham gap, Ha: 0.36929
Net charge: 0
Lowest unoccupied orbital energy, eV: 0.8
Structure (SMILES): C=C(Cl)[C@@H]1CN=CN1
Spin multiplicity: 1

Cartesian coordinates (Å):
H: 1.446 -1.449 -1.954
C: 0.453 -0.636 1.860
C: -1.165 0.206 -1.009
H: 1.983 0.166 -0.240
H: 1.187 -1.192 1.324
C: -0.180 0.394 1.317
C: 0.700 -0.744 -1.569
Cl: -1.540 1.178 2.167
N: 1.123 0.340 -0.804
H: 0.325 -0.830 2.933
H: -1.983 -0.239 -0.421
H: -0.149 1.940 -0.103
N: -0.545 -0.939 -1.730
H: -1.582 0.971 -1.663
C: -0.073 0.834 -0.110

# C14H22F3N4O

The ion C14H22F3N4O with charge +1 (ωB97M-V with the def2-TZVPD basis set, the Open Molecules 2025 dataset).

Properties
Kohn-Sham gap, Ha: 0.25331
Net charge: +1
Lowest unoccupied orbital energy, eV: -3.5
Structure (SMILES): N/C(NCCC(F)(F)F)=[NH+]\CCCNCc1ccccc1O
Spin multiplicity: 1

Cartesian coordinates (Å):
C: 4.191 2.197 -0.413
H: 5.027 4.061 -1.389
H: 2.470 -2.236 -1.102
C: -6.205 -0.241 0.721
C: 2.306 -1.710 -0.126
H: -1.515 -0.786 -0.775
H: -4.494 -1.199 -2.214
C: -4.638 -1.016 -1.121
C: -5.118 -0.466 1.655
H: 0.345 -0.751 0.279
C: 0.795 -1.780 0.369
N: -1.483 -2.705 0.073
H: 4.161 1.653 -1.385
H: 3.027 -2.141 0.623
H: -0.011 -2.643 -1.500
H: 2.986 -0.718 2.234
F: 2.488 3.061 -2.435
H: 2.800 0.090 -1.265
H: -3.066 -0.924 3.037
C: -3.793 -0.940 1.250
N: 2.644 -0.255 -0.314
C: -2.185 -1.699 -0.749
H: -2.287 -2.027 -1.823
H: 0.289 -3.865 -0.125
H: 3.260 2.350 1.382
C: -0.080 -2.842 -0.390
C: -5.942 -0.540 -0.695
C: -3.542 -1.218 -0.159
H: 0.806 -1.991 1.475
O: -2.742 -1.129 2.139
H: -5.283 -0.260 2.744
N: 2.565 0.197 2.062
C: 2.747 0.590 0.680
F: 2.881 5.229 -2.273
H: 4.101 4.312 0.181
C: 4.140 3.746 -0.793
H: 5.171 2.022 0.100
H: -1.959 -3.611 0.003
C: 2.799 4.074 -1.533
N: 3.019 1.946 0.473
F: 1.733 4.230 -0.697
H: -7.198 0.138 1.062
H: -6.754 -0.376 -1.445
H: 1.544 0.172 2.179